1.
3 unconnected molecules or ions with the total composition C30H73BrN12O5P3 at a distorted geometry. Source: the OMol25 dataset; level of theory: the ωB97M-V functional and the def2-TZVPD basis.

Geometry as ORCA input:
```
! RIJCOSX wB97M-V def2-TZVPD def2/J DEFGRID3
* xyz 1 1
C 1.88072 2.59048 8.46495
C 0.75371 3.40353 8.13627
C -0.29592 4.32420 7.22400
N -1.54343 3.58044 6.80277
C -1.48872 2.62877 5.81540
N -2.81645 1.93423 5.44616
C -2.60907 1.53765 3.97021
C -4.01249 1.29307 3.15615
C -4.35601 -0.27985 2.82947
N -5.45116 -0.25413 1.74235
N -4.98385 -1.02398 4.00751
N -3.19812 -1.06350 2.22513
C -1.78527 2.71005 3.13076
C -0.19063 2.66888 3.65039
C 0.50654 1.51134 2.70560
C 1.70932 0.66605 3.42975
P 2.06311 -0.90959 2.33925
O 0.70093 -1.55118 1.76217
O 2.83316 -2.17615 3.25430
C 4.29659 -2.16825 3.10428
C 4.79977 -3.71021 3.51089
O 2.95329 -0.35507 0.94932
C 2.50353 -1.08692 -0.26488
C 3.62797 -0.72544 -1.44342
C 0.35903 4.18069 3.44520
C 1.96048 4.43379 3.51601
C 2.72897 3.88797 4.85582
Br 2.96577 3.89273 1.82379
N -0.26767 2.15932 5.06647
H 2.75919 1.80895 8.64390
H -0.66104 5.18288 7.96869
H 0.23408 4.88461 6.33808
H -2.47510 3.77771 7.25848
H -2.85765 1.01739 5.98552
H -2.03090 0.50474 4.00012
H -3.95325 1.86311 2.13222
H -4.94141 1.73634 3.74906
H -5.98526 0.64651 1.77942
H -4.91290 -0.31469 0.83534
H -4.88144 -2.05309 3.84506
H -4.55486 -0.71612 4.90951
H -2.62924 -1.38505 3.05685
H -3.53137 -1.96516 1.78884
H -2.24779 3.78640 3.34605
H -1.79609 2.49810 1.97511
H 0.80681 1.91503 1.62289
H -0.36123 0.71974 2.48832
H 2.72158 1.28426 3.38446
H 1.45785 0.24698 4.49282
H 4.68429 -1.99547 2.01316
H 4.72106 -1.40798 3.89349
H 4.85642 -4.28991 2.47170
H 5.88944 -3.61541 3.92866
H 4.04814 -4.24430 4.24052
H 2.43770 -2.24446 -0.08684
H 1.45622 -0.73207 -0.65258
H 3.34060 0.25854 -2.00951
H 4.63455 -0.51562 -0.84339
H 3.84468 -1.63088 -2.15818
H -0.21501 4.90004 4.20563
H -0.00547 4.54340 2.36754
H 2.10413 5.62088 3.53910
H 2.29641 4.36439 5.86148
H 3.87820 4.20994 4.84904
H 2.70239 2.73022 5.01559
H 0.61784 2.24876 5.60117
O 2.71765 1.89847 -5.03924
P 1.51160 2.76702 -5.47320
N 0.56528 2.29209 -4.09700
C -0.89146 2.14041 -4.05940
C 0.99643 2.90649 -2.83640
N 1.16372 1.65139 -6.77317
C -0.07277 0.90239 -6.92269
C 2.26324 0.75036 -7.18568
N 0.12508 3.76555 -5.97209
C 0.11601 4.09888 -7.42759
C 0.16498 5.10994 -5.34526
H -1.42965 3.09171 -4.13942
H -1.20660 1.67900 -3.11235
H -1.27095 1.46661 -4.82179
H 0.69103 3.95645 -2.76044
H 2.07826 2.87570 -2.73458
H 0.57595 2.38565 -1.96992
H -0.15569 0.11515 -6.16924
H -0.12880 0.42618 -7.90952
H -0.95578 1.54316 -6.88246
H 2.39296 -0.07621 -6.46435
H 3.20785 1.29527 -7.28637
H 2.07154 0.31476 -8.17520
H 1.05133 4.58707 -7.72555
H -0.72231 4.76577 -7.66911
H -0.02967 3.23809 -8.08016
H 1.12000 5.60911 -5.53756
H 0.00934 5.06533 -4.26988
H -0.64641 5.74857 -5.72318
O -0.32993 -2.63880 -2.36209
P -1.20432 -3.91386 -2.27903
N -0.36830 -4.49887 -0.87410
C -0.12800 -5.90318 -0.53251
C -0.69645 -3.77518 0.35922
N -0.40354 -4.56640 -3.68919
C 0.36038 -5.80244 -3.71886
C 0.31162 -3.59967 -4.55229
N -2.20956 -5.37973 -2.18355
C -2.87128 -5.74091 -3.47248
C -3.37123 -5.18896 -1.28019
H -1.03904 -6.44454 -0.25328
H 0.55853 -5.97971 0.32302
H 0.37074 -6.45613 -1.32294
H -1.68045 -4.05289 0.75430
H -0.70546 -2.70090 0.19337
H 0.03512 -3.97343 1.14939
H 1.30476 -5.70061 -3.17839
H 0.59635 -6.09586 -4.74937
H -0.20125 -6.64931 -3.31971
H 1.27440 -3.29930 -4.10151
H -0.29548 -2.70745 -4.73861
H 0.51539 -4.02536 -5.54371
H -3.46867 -4.90547 -3.85603
H -3.52640 -6.61263 -3.34298
H -2.17899 -6.04044 -4.25928
H -3.95583 -4.30883 -1.56621
H -3.06872 -5.07957 -0.24135
H -4.03220 -6.06759 -1.29227
*
```

Results
Orbital gap ... 5.1 eV
HOMO ... -9.32 eV

2.
A single C22H25NO3 molecule at a distorted geometry. Source: the OMol25 dataset; level of theory: the ωB97M-V functional and the def2-TZVPD basis.

Geometry as ORCA input:
```
! RIJCOSX wB97M-V def2-TZVPD def2/J DEFGRID3
* xyz 0 1
C 3.34876 -4.15757 -2.90522
O 2.39465 -4.14045 -1.89236
C 2.93281 -3.94099 -0.61638
C 1.97631 -3.88059 0.37548
C 1.52415 -2.44555 0.28242
O 2.17271 -1.59762 -0.02539
N 0.57539 -2.33247 1.31831
C -0.59190 -3.35453 1.70299
C -1.75297 -3.38453 0.89771
C -2.59903 -2.19048 0.95185
C -1.54912 -1.01613 0.40839
C -2.20063 0.34191 0.16568
O -3.18493 0.46539 0.72675
C -1.15737 1.56777 -0.22094
C -0.19550 1.27773 -1.07186
C 0.37670 2.38211 -1.57695
C 0.36726 3.55991 -0.98647
C -0.71329 3.75100 -0.24718
C -0.80388 5.22290 0.23852
C -1.95778 5.44215 1.03607
C -2.48006 4.47419 1.83368
C -2.54264 3.18083 1.38733
C -1.48902 2.67578 0.49874
C 0.44219 5.99509 -0.60371
C 1.07825 4.94312 -1.35571
C -0.27529 -1.01922 1.27517
H 2.59553 -4.41771 -3.91208
H 4.12813 -5.10679 -2.83000
H 3.71031 -3.21762 -3.06068
H 3.82934 -4.78525 -0.43900
H 3.75073 -2.96177 -0.72565
H 2.31970 -4.35934 1.35196
H 1.16909 -4.44597 0.09364
H -0.05765 -4.33882 1.80787
H -0.66349 -2.99992 2.74995
H -2.33674 -4.30256 1.58725
H -1.40471 -3.84695 -0.07501
H -2.93876 -1.92018 1.77522
H -3.24967 -2.07454 -0.02780
H -1.04099 -1.26132 -0.44592
H -0.22530 0.30871 -1.65593
H 1.13791 2.08168 -2.17302
H -1.82301 6.56318 1.52512
H -3.19579 4.83673 2.30636
H -3.10335 2.48208 1.66310
H 0.83472 6.38665 0.26002
H -0.03988 6.67398 -1.03067
H 0.81890 5.11777 -2.43776
H 2.04672 4.78962 -1.28279
H 0.47039 -0.41278 1.02053
H -0.42790 -0.60865 2.35838
*
```

Results
Orbital gap ... 8.2 eV
SMILES ... COCCC(=O)N1CCC[C@@H](C(=O)c2ccc3c4c(cccc24)CC3)C1
HOMO ... -8.00 eV

3.
A molecular structure, C12H30Mg2NO11S4 at a distorted geometry. Source: the OMol25 dataset; level of theory: the ωB97M-V functional and the def2-TZVPD basis.

Geometry as ORCA input:
```
! RIJCOSX wB97M-V def2-TZVPD def2/J DEFGRID3
* xyz 1 1
Mg 1.38962 0.62187 0.15490
Mg -1.23270 -0.43170 -2.25944
N 1.93221 0.24310 -2.90264
O 2.09953 0.81782 -1.79774
O 2.83936 -0.00913 -3.66845
O 0.73200 -0.04781 -3.21322
C -0.04222 -1.39510 -0.28045
O -0.41568 -2.01318 -1.36801
O 1.13225 -1.29981 0.25084
O -0.32716 -0.15690 -0.48364
C -1.17317 1.67921 3.50876
S 0.20010 0.54684 3.34778
O 0.78119 0.78750 1.97056
C -0.70295 -1.04878 3.22783
H -1.67032 1.66055 2.53888
H -0.80007 2.68674 3.68336
H -1.86551 1.41657 4.30567
H -1.51449 -1.05438 2.50001
H -1.16152 -1.24428 4.19897
H 0.01319 -1.83394 3.00046
C 0.73335 -4.69104 1.48390
S 1.61367 -5.94268 0.48310
O 0.88522 -7.21435 0.78555
C 0.88144 -5.41383 -1.11372
H 1.25081 -3.74163 1.64854
H 0.59693 -5.08904 2.48710
H -0.15880 -4.50023 0.89371
H 1.19064 -4.41876 -1.43873
H -0.19756 -5.54133 -1.15626
H 1.32361 -6.08244 -1.85574
C -3.20385 2.34257 -4.23124
S -1.81828 2.70489 -3.10848
O -1.43197 1.35728 -2.47734
C -0.55099 2.95211 -4.38476
H -2.89542 1.72867 -5.07834
H -3.53992 3.33299 -4.53123
H -3.94149 1.72538 -3.72061
H 0.23887 3.59361 -4.00361
H -0.96490 3.41767 -5.28217
H -0.16929 1.99495 -4.74242
C 4.12341 -1.69845 0.64503
S 4.41342 0.00497 1.16405
O 3.16916 0.78695 0.80606
C 4.37583 -0.08946 2.96453
H 3.35781 -2.09522 1.32254
H 4.95877 -2.38051 0.78654
H 3.63552 -1.72372 -0.32573
H 4.34738 0.94251 3.29976
H 5.25952 -0.66122 3.25738
H 3.56089 -0.65559 3.42165
C -3.08668 2.23077 0.26980
C -3.32355 3.43994 1.13561
O -3.74822 3.36161 2.26251
C -3.05482 4.78625 0.50269
H -3.73167 2.32842 -0.60867
H -3.36185 1.30986 0.78340
H -2.05644 2.12245 -0.07202
H -2.06117 4.88796 0.05342
H -3.06046 5.59766 1.23133
H -3.77261 5.06482 -0.27151
*
```

Results
Orbital gap ... 7.0 eV
HOMO ... -10.50 eV

no.,LUMO (eV)
1,-4.2
2,0.2
3,-3.5